Entry 1:
Below is 2 unconnected molecules or ions with the total composition CH4N2O2S in a non-equilibrium geometry, with properties calculated with ωB97M-V with the def2-TZVPD basis set.

Geometry (Å):
H: 1.11 -0.77 -1.47
N: 1.20 0.16 -1.07
C: 0.06 0.67 -1.23
S: -0.25 2.20 -0.38
H: -0.76 0.05 -1.66
H: 1.01 2.70 -0.28
O: -1.98 -1.22 0.87
N: -0.81 -1.02 1.02
O: -0.24 -1.34 2.22
H: 0.66 -1.43 1.99

Calculated values
**Kohn-Sham gap**: 9.5040 eV
**Total charge**: 0
**SMILES string**: [H]/N=C/S.O=NO

---

Entry 2:
Below is 3 unconnected molecules or ions with the total composition C16H49BN6O7P3 in a non-equilibrium geometry, with properties calculated with ωB97M-V with the def2-TZVPD basis set.

Geometry (Å):
O: 10.93 0.70 0.64
C: 10.09 1.86 0.58
C: 8.93 1.68 -0.40
C: 8.43 0.23 -0.59
C: 8.35 -0.69 0.67
O: 7.16 -1.40 0.66
P: 5.93 -0.18 0.23
B: 4.80 1.42 -0.01
O: 4.20 1.80 -1.23
O: 4.58 2.25 1.11
O: 7.07 0.37 -1.03
H: 11.34 0.71 1.51
H: 10.71 2.69 0.21
H: 9.72 2.17 1.55
H: 9.27 2.02 -1.38
H: 8.08 2.29 -0.12
H: 8.92 -0.30 -1.40
H: 8.62 -0.20 1.62
H: 9.18 -1.40 0.53
H: 6.57 0.61 1.30
H: 4.96 -0.81 1.12
H: 5.32 -0.96 -0.82
H: 4.81 2.45 -1.62
H: 5.46 2.55 1.38
O: 2.27 -1.48 0.29
P: 0.85 -1.17 0.57
N: 0.32 -2.65 1.27
C: -1.06 -3.06 1.43
C: 1.12 -3.11 2.40
N: 0.26 -0.97 -1.03
C: -0.86 -1.72 -1.51
C: 1.27 -0.78 -2.07
N: -0.49 -0.23 1.17
C: -0.79 0.98 0.39
C: -0.27 0.18 2.58
H: -1.59 -2.52 2.23
H: -1.08 -4.13 1.70
H: -1.63 -2.97 0.52
H: 0.83 -2.64 3.35
H: 2.17 -2.91 2.24
H: 1.02 -4.20 2.52
H: -0.67 -2.80 -1.53
H: -1.13 -1.41 -2.52
H: -1.74 -1.51 -0.90
H: 1.73 -1.73 -2.38
H: 2.07 -0.12 -1.73
H: 0.81 -0.32 -2.94
H: 0.09 1.61 0.25
H: -1.56 1.57 0.89
H: -1.20 0.73 -0.58
H: 0.62 0.80 2.69
H: -0.15 -0.70 3.22
H: -1.13 0.72 2.95
O: -4.20 -0.10 -1.14
P: -5.47 0.61 -0.75
N: -6.15 -0.74 0.11
C: -7.55 -0.94 0.41
C: -5.34 -1.24 1.21
N: -6.17 0.69 -2.32
C: -7.39 0.00 -2.66
C: -5.23 0.63 -3.44
N: -6.62 1.74 -0.08
C: -6.84 2.98 -0.85
C: -6.20 2.17 1.28
H: -7.93 -0.28 1.20
H: -7.69 -1.97 0.75
H: -8.19 -0.84 -0.46
H: -5.48 -0.67 2.14
H: -4.27 -1.21 0.97
H: -5.58 -2.29 1.42
H: -7.29 -1.09 -2.58
H: -7.68 0.23 -3.69
H: -8.23 0.34 -2.05
H: -4.90 -0.39 -3.66
H: -4.35 1.24 -3.25
H: -5.71 1.04 -4.34
H: -5.91 3.50 -1.09
H: -7.47 3.65 -0.27
H: -7.37 2.78 -1.78
H: -5.23 2.69 1.26
H: -6.12 1.32 1.95
H: -6.94 2.84 1.70

Calculated values
**Kohn-Sham gap**: 4.6657 eV
**Total charge**: -1

---

Entry 3:
Below is a molecular structure, H3N4O2 in a non-equilibrium geometry, with properties calculated with ωB97M-V with the def2-TZVPD basis set.

Geometry (Å):
N: 0.72 -0.95 0.12
N: -1.92 0.11 -0.23
N: -0.49 -0.73 0.69
N: 1.55 0.04 -0.06
O: 1.29 1.21 0.36
O: 2.60 -0.22 -0.71
H: -1.49 1.07 -0.47
H: -1.94 -0.51 -1.14
H: -0.32 -0.03 1.43

Calculated values
**Kohn-Sham gap (spin up / spin down)**: 8.4210 / 8.4232 eV
**Total charge**: -1

---

Entry 4:
Below is a gas-phase ion, CH3N2S2 (charge +1) in a non-equilibrium geometry, with properties calculated with ωB97M-V with the def2-TZVPD basis set.

Geometry (Å):
S: 0.98 -0.47 2.97
N: 0.56 0.28 1.51
C: 0.94 0.46 0.24
N: 1.92 -0.06 -0.41
S: 2.26 0.29 -2.22
H: -0.13 1.03 1.68
H: 0.71 1.46 -0.38
H: 2.64 -0.60 0.10

Calculated values
**Kohn-Sham gap (spin up / spin down)**: 7.3559 / 7.2284 eV
**Total charge**: +1
**SMILES string**: S=[NH+]/C=[NH+]/[S-]

---

Number 1: DFT total energy -698.5451 Eh. Number 2: DFT total energy -2543.1082 Eh. Number 3: DFT total energy -371.1364 Eh. Number 4: DFT total energy -945.3879 Eh.